Computed, not measured: a molecular structure, C12H19Cl2N4O2RuS in a non-equilibrium geometry, with the ωB97M-V functional and the def2-TZVPD basis.

```
41
Properties=species:S:1:pos:R:3
Ru 0.01131 -0.21697 0.68379
N -2.51469 0.07883 4.31009
C -1.82439 0.20133 3.20809
S -0.88649 -1.19197 2.60469
N -1.77389 1.30213 2.50019
N -1.07089 1.37333 1.41179
C -1.01419 2.47863 0.71269
C -0.24879 2.45833 -0.49921
C -0.04499 3.56563 -1.33411
C 0.72021 3.40883 -2.48231
C 1.28421 2.16983 -2.76031
C 1.05971 1.11553 -1.87671
N 0.31361 1.25653 -0.79151
H -2.56149 -0.79317 4.82879
H -3.05679 0.85253 4.68259
H -1.53669 3.37273 1.04249
H -0.47199 4.52293 -1.07951
H 0.89131 4.24483 -3.14661
H 1.88661 2.01273 -3.64341
H 1.49811 0.13453 -2.05431
C -2.94059 -0.51597 -1.41561
O -1.89739 -1.16407 -0.70241
C -1.39109 -2.31607 -1.36151
C -0.36199 -3.01007 -0.47551
O 0.71621 -2.11707 -0.17491
C 1.87591 -2.79067 0.31079
H -3.78209 -1.20967 -1.54021
H -2.61219 -0.18817 -2.40911
H -3.26809 0.33873 -0.82381
H -0.94269 -2.02887 -2.32311
H -2.21149 -3.02117 -1.56091
H 0.02471 -3.89017 -1.00581
H -0.83009 -3.35017 0.46259
H 2.13561 -3.61627 -0.36321
H 1.70601 -3.19227 1.31639
H 2.69711 -2.07287 0.32789
Cl 2.49341 0.35913 1.66159
C 4.14051 0.47233 1.00119
Cl 5.11101 -0.96987 1.37709
H 4.61111 1.34663 1.46269
H 4.06621 0.58953 -0.08111
```

ΔE to the lowest compared entry with this formula, charge and spin	15.8	kcal per mole
2S+1	5
net charge	+3
E_LUMO (spin up / spin down)	-0.42920 / -0.51445	Eh
calculated total energy	-2250.473418	Ha
HOMO energy (spin up / spin down)	-0.6999 / -0.7012	Ha